{
  "formula": "C25H14Cl5IrNO4S2",
  "method": "the ωB97M-V functional and the def2-TZVPD basis",
  "lumo_energy_ha": [-0.218, -0.357],
  "s_squared": 8.802,
  "charge": 2,
  "relative_energy_kcal_mol": 18.7,
  "spin_multiplicity": 6,
  "homo_energy_ha": [-0.517, -0.535],
  "species": ["Ir", "Cl", "C", "C", "C", "Cl", "C", "Cl", "C", "Cl", "C", "Cl", "O", "C", "N", "S", "O", "O", "C", "C", "C", "C", "C", "C", "H", "H", "H", "H", "O", "S", "C", "C", "C", "C", "C", "C", "C", "C", "C", "C", "C", "C", "H", "H", "H", "H", "H", "H", "H", "H", "H", "H"],
  "coordinates": [[-1.56330, -0.33699, -1.57345], [-3.17973, -1.62665, -3.61467], [-4.20722, -0.99896, -2.37872], [-3.52299, -0.22690, -1.40962], [-4.26866, 0.29244, -0.31989], [-3.42479, 1.21195, 0.84988], [-5.61183, 0.03309, -0.19737], [-6.50281, 0.63557, 1.11936], [-6.25672, -0.75988, -1.18914], [-7.89440, -1.08436, -1.05024], [-5.53451, -1.29351, -2.29639], [-6.29729, -2.27247, -3.45511], [1.11867, -0.57460, 0.13443], [0.42098, -1.56462, 0.27540], [-0.67743, -1.82009, -0.54356], [-1.54992, -3.20558, -0.07300], [-2.83726, -2.76185, 0.37243], [-1.45940, -4.17154, -1.11604], [-0.45544, -3.56474, 1.25614], [-0.51850, -4.63164, 2.12648], [0.47890, -4.71699, 3.09089], [1.49355, -3.76556, 3.16393], [1.54083, -2.70033, 2.27539], [0.54998, -2.61006, 1.31243], [-1.30580, -5.37045, 2.06235], [0.46848, -5.53825, 3.79449], [2.25738, -3.86321, 3.92333], [2.33181, -1.96401, 2.32033], [-0.28657, 1.62074, -1.17686], [0.90783, 2.48568, -1.16125], [1.20013, 3.21670, 0.39540], [0.91390, 4.56967, 0.53825], [1.11146, 5.13608, 1.78704], [1.57612, 4.35119, 2.83634], [1.84949, 2.99585, 2.66221], [1.66585, 2.40004, 1.42817], [2.33430, 1.73909, -1.75467], [2.24507, 0.54561, -2.48798], [3.39935, 0.02442, -3.01792], [4.61384, 0.70082, -2.84629], [4.68470, 1.90452, -2.14081], [3.54292, 2.44741, -1.60171], [0.55467, 5.16175, -0.29354], [0.90612, 6.18666, 1.93749], [1.72924, 4.80074, 3.80837], [2.20916, 2.40378, 3.49273], [1.86069, 1.34687, 1.26384], [1.29913, 0.03852, -2.60525], [3.36836, -0.90689, -3.56589], [5.51589, 0.28420, -3.27574], [5.63097, 2.41346, -2.02292], [3.57480, 3.38327, -1.05904]],
  "nbo_charge": [1.23, 0.14, -0.09, -0.19, -0.08, 0.11, -0.10, 0.15, 0.03, 0.24, -0.09, 0.15, -0.63, 0.67, -0.96, 2.29, -0.92, -0.88, -0.23, -0.19, -0.15, -0.18, -0.14, -0.19, 0.25, 0.25, 0.24, 0.24, -0.88, 1.56, -0.26, -0.19, -0.19, -0.13, -0.18, -0.21, -0.20, -0.17, -0.18, -0.07, -0.20, -0.17, 0.25, 0.25, 0.25, 0.25, 0.26, 0.23, 0.25, 0.25, 0.26, 0.25]
}

---

{
  "formula": "C25H15AuCl2N3O2",
  "method": "the ωB97M-V functional and the def2-TZVPD basis",
  "lumo_energy_ha": -0.140,
  "charge": 1,
  "relative_energy_kcal_mol": 0.0,
  "homo_energy_ha": -0.393,
  "species": ["Au", "C", "C", "N", "C", "C", "C", "C", "C", "C", "C", "N", "C", "C", "C", "C", "C", "C", "C", "C", "N", "C", "H", "H", "H", "H", "H", "H", "H", "H", "H", "H", "H", "H", "Cl", "C", "C", "C", "Cl", "C", "O", "C", "C", "O", "C", "H", "H", "H"],
  "coordinates": [[-0.17093, 0.02872, 0.00381], [1.19907, 0.23717, -4.08076], [0.55507, 0.56755, -2.88267], [0.42765, -0.30380, -1.90472], [0.93803, -1.57423, -2.04375], [1.63083, -1.96237, -3.19567], [1.74554, -1.00779, -4.23128], [2.17737, -3.26834, -3.23761], [2.02814, -4.09770, -2.16271], [1.32102, -3.70863, -1.00249], [0.75243, -2.46192, -0.94787], [0.00504, -1.89539, 0.07824], [-0.69243, -2.48826, 1.11996], [-1.04552, -3.80851, 1.26266], [-1.73560, -4.22268, 2.42192], [-2.07761, -3.35662, 3.42179], [-1.76134, -1.98354, 3.28898], [-2.07175, -0.98186, 4.23745], [-1.73518, 0.32174, 4.00166], [-1.11027, 0.67310, 2.79674], [-0.81707, -0.24401, 1.89960], [-1.10060, -1.57293, 2.12553], [1.26386, 0.98384, -4.85839], [0.12883, 1.54841, -2.72652], [2.27032, -1.27350, -5.14048], [2.72217, -3.58520, -4.11654], [2.46534, -5.08683, -2.18646], [1.24726, -4.38872, -0.16671], [-0.80845, -4.53134, 0.49601], [-1.99670, -5.26878, 2.51165], [-2.59684, -3.70017, 4.30604], [-2.57841, -1.26102, 5.15302], [-1.95752, 1.10305, 4.71351], [-0.87690, 1.69674, 2.54502], [0.27811, 7.72240, -0.15894], [0.03035, 6.01388, -0.06662], [-1.18490, 5.51722, 0.39730], [-1.39028, 4.15898, 0.47208], [-2.90921, 3.57890, 1.06805], [-0.40895, 3.21559, 0.08255], [-0.74625, 1.95286, 0.22471], [0.81955, 3.75397, -0.36997], [1.94999, 2.92352, -0.75957], [1.95082, 1.70631, -0.77489], [1.01818, 5.14080, -0.43912], [-1.97079, 6.19431, 0.70273], [2.84813, 3.47650, -1.08647], [1.97041, 5.51858, -0.79078]],
  "nbo_charge": [1.48, -0.27, 0.13, -0.49, 0.22, -0.09, -0.06, -0.20, -0.16, -0.23, 0.13, -0.57, 0.13, -0.23, -0.16, -0.20, -0.09, -0.07, -0.26, 0.12, -0.48, 0.21, 0.25, 0.23, 0.24, 0.23, 0.24, 0.23, 0.23, 0.24, 0.23, 0.24, 0.25, 0.25, 0.03, -0.08, -0.19, -0.12, 0.02, 0.44, -0.82, -0.29, 0.44, -0.61, -0.15, 0.25, 0.13, 0.23]
}

---

{
  "formula": "C25H15N5O8Pd",
  "method": "the ωB97M-V functional and the def2-TZVPD basis",
  "lumo_energy_ha": 0.110,
  "charge": -2,
  "homo_energy_ha": 0.011,
  "species": ["Pd", "O", "C", "O", "C", "C", "C", "C", "C", "N", "H", "H", "H", "H", "O", "N", "O", "C", "C", "C", "C", "C", "C", "N", "C", "C", "N", "C", "C", "C", "C", "H", "H", "H", "H", "H", "H", "H", "O", "C", "O", "C", "C", "C", "C", "C", "C", "N", "O", "O", "H", "H", "H", "H"],
  "coordinates": [[-0.29554, -0.20514, 0.64384], [-4.49753, -2.11504, 0.37221], [-3.36729, -1.62082, 0.56749], [-2.28806, -2.14047, 0.87421], [-3.36108, -0.07054, 0.48128], [-4.57505, 0.60914, 0.38780], [-4.59411, 1.98677, 0.33894], [-3.38810, 2.67730, 0.35931], [-2.22155, 1.94781, 0.43434], [-2.21113, 0.60743, 0.51228], [-5.46511, -0.00120, 0.35683], [-5.53407, 2.52378, 0.27752], [-3.34242, 3.75643, 0.30849], [-1.25043, 2.42196, 0.41344], [6.08854, -0.73176, 3.53290], [5.13642, -0.48463, 4.32336], [5.37329, -0.31720, 5.55808], [3.85052, -0.41537, 3.86394], [2.83141, -0.15994, 4.83095], [1.52112, -0.00584, 4.46425], [0.43178, 0.22925, 5.34797], [-0.84179, 0.39709, 4.86362], [-1.09590, 0.32857, 3.48042], [-0.11130, 0.09372, 2.62162], [1.16691, -0.10846, 3.06652], [2.12347, -0.46013, 2.11596], [1.65246, -0.63756, 0.83760], [2.51727, -0.92698, -0.16930], [3.84228, -1.07885, 0.08117], [4.35915, -0.92843, 1.40120], [3.50650, -0.61499, 2.45218], [3.13084, -0.10138, 5.86583], [0.62760, 0.26567, 6.41429], [-1.67593, 0.57235, 5.53164], [-2.08557, 0.47352, 3.07529], [2.07914, -1.04818, -1.14963], [4.50709, -1.31895, -0.73900], [5.40957, -1.03876, 1.60370], [-0.48156, 1.71182, -1.85216], [-0.40917, 0.52518, -2.14834], [-0.31424, -0.49460, -1.39210], [-0.44898, 0.15418, -3.63491], [-0.54602, 1.17135, -4.57643], [-0.59075, 0.87591, -5.92915], [-0.53675, -0.45191, -6.30772], [-0.44050, -1.48699, -5.39790], [-0.39757, -1.17266, -4.04773], [-0.58637, -0.77704, -7.75611], [-0.52436, -1.94919, -8.07855], [-0.68502, 0.14833, -8.54307], [-0.58370, 2.19120, -4.21953], [-0.66704, 1.64763, -6.68055], [-0.40567, -2.50891, -5.74508], [-0.33568, -1.94448, -3.29322]],
  "nbo_charge": [0.96, -0.76, 0.73, -0.72, 0.15, -0.24, -0.18, -0.27, 0.06, -0.46, 0.25, 0.20, 0.21, 0.23, -0.59, 0.44, -0.61, -0.08, -0.27, -0.13, -0.13, -0.30, -0.03, -0.39, 0.06, 0.18, -0.50, -0.01, -0.30, -0.25, 0.03, 0.23, 0.20, 0.20, 0.20, 0.21, 0.20, 0.25, -0.69, 0.77, -0.72, -0.12, -0.17, -0.21, 0.01, -0.22, -0.12, 0.54, -0.39, -0.40, 0.24, 0.24, 0.24, 0.24]
}

---

{
  "formula": "C25H16Cl5LaNO",
  "method": "the ωB97M-V functional and the def2-TZVPD basis",
  "lumo_energy_ha": [-0.019, -0.019],
  "s_squared": 0.751,
  "relative_energy_kcal_mol": 10.4,
  "spin_multiplicity": 2,
  "homo_energy_ha": [-0.166, -0.274],
  "species": ["La", "Cl", "C", "C", "C", "Cl", "C", "Cl", "C", "Cl", "C", "Cl", "C", "C", "C", "C", "C", "C", "C", "C", "C", "C", "C", "C", "C", "C", "H", "H", "H", "H", "H", "H", "H", "H", "H", "H", "H", "O", "N", "C", "C", "C", "C", "C", "H", "H", "H", "H", "H"],
  "coordinates": [[-0.21419, 0.11735, -0.02899], [3.24937, -0.07212, 0.83481], [2.25805, -0.10646, 2.30391], [0.90451, -0.31069, 2.16103], [0.15869, -0.21760, 3.30951], [-1.59401, -0.35673, 3.11445], [0.69111, 0.01664, 4.57132], [-0.31623, 0.17712, 5.95930], [2.07345, 0.18676, 4.67171], [2.78593, 0.54859, 6.19904], [2.87136, 0.13271, 3.53134], [4.56416, 0.45266, 3.63680], [-7.30117, -1.98125, 1.32101], [-6.75900, -0.71541, 1.50792], [-5.45013, -0.45754, 1.13382], [-4.65689, -1.45662, 0.56793], [-5.20347, -2.72433, 0.40425], [-6.51691, -2.98416, 0.76923], [-3.24598, -1.15228, 0.19914], [-2.73067, -0.05289, -0.35384], [-3.54489, 1.05804, -0.87173], [-3.11907, 2.37040, -0.65422], [-3.83875, 3.46231, -1.13302], [-4.99335, 3.25640, -1.86729], [-5.41990, 1.95465, -2.12274], [-4.70628, 0.87626, -1.63475], [-8.32295, -2.18325, 1.61354], [-7.36103, 0.06666, 1.95289], [-5.03574, 0.53230, 1.27553], [-4.59414, -3.51495, -0.01867], [-6.93373, -3.97226, 0.62026], [-2.55767, -1.95913, 0.49538], [-2.21472, 2.55706, -0.07816], [-3.48818, 4.46967, -0.94877], [-5.55982, 4.09694, -2.24677], [-6.31576, 1.77893, -2.70390], [-5.04425, -0.13319, -1.84006], [0.40136, 2.44474, 0.65615], [0.46743, 2.84842, 1.91012], [-0.66870, 2.95560, 2.61271], [-0.60839, 3.30008, 3.94942], [0.62247, 3.52947, 4.53896], [1.77505, 3.42124, 3.77561], [1.67889, 3.06863, 2.44606], [-1.56342, 2.72272, 2.05598], [-1.52765, 3.35834, 4.51185], [0.68721, 3.78257, 5.58762], [2.76030, 3.56974, 4.19473], [2.49962, 2.92612, 1.76077]],
  "nbo_charge": [1.49, 0.01, -0.05, -0.60, 0.06, 0.00, -0.15, 0.05, -0.09, 0.05, -0.11, 0.05, -0.23, -0.21, -0.15, -0.09, -0.21, -0.21, -0.25, -0.53, -0.09, -0.19, -0.22, -0.24, -0.20, -0.20, 0.21, 0.21, 0.21, 0.21, 0.21, 0.17, 0.18, 0.21, 0.21, 0.21, 0.22, -0.70, 0.06, 0.03, -0.22, -0.16, -0.21, 0.03, 0.25, 0.25, 0.24, 0.25, 0.25]
}

---

It is found that the max |F| values, taken in the order of the records, are 0.225 0.586 1.308 1.066 eV Å⁻¹.